1.
Density functional theory data (ωB97M-V/def2-TZVPD) for a 9-piece molecular cluster, C44H113N7O14 overall.

Structure (XYZ):
```
178
Properties=species:S:1:pos:R:3:forces:R:3
C -3.31598 1.46041 4.03870 0.0 -2.0 0.3
C -3.88534 2.57302 4.86036 -1.0 0.4 -1.1
C -3.41074 3.86509 4.26103 1.0 0.3 -1.5
O -5.33087 2.52797 4.69678 0.3 -0.1 0.7
H -3.77886 1.37762 3.04832 0.3 0.5 -0.1
H -3.61616 0.50774 4.50309 0.2 0.1 0.0
H -2.22809 1.41973 3.97547 0.0 0.3 -0.1
H -3.63279 2.43383 5.90817 -0.2 0.2 0.2
H -3.68603 4.83180 4.66916 -0.3 -0.2 0.4
H -3.72735 3.83747 3.20443 -0.4 0.2 0.3
H -2.32854 3.83392 4.10492 0.2 0.2 0.6
H -5.51379 2.00117 3.90883 0.0 0.0 0.1
C 5.61314 -1.71845 1.99161 1.2 -0.3 1.1
C 4.70275 -2.92214 2.04917 -1.1 0.1 0.0
C 4.26953 -3.34838 3.45674 0.4 0.5 -0.7
O 3.48501 -2.64929 1.34174 0.8 0.0 -1.5
H 6.09291 -1.52274 1.03256 -0.3 -0.1 -0.2
H 6.43823 -1.92493 2.70055 -0.1 0.2 -0.3
H 5.14906 -0.80460 2.36297 -0.3 -0.1 -0.1
H 5.17723 -3.82354 1.62487 0.1 0.3 -0.2
H 3.39510 -3.97055 3.28581 0.1 -0.4 0.4
H 3.96636 -2.51353 4.08688 0.1 0.1 0.0
H 5.11431 -3.86819 3.90707 -0.3 -0.2 0.3
H 3.72194 -2.62328 0.35413 -0.6 0.0 1.2
C -0.72334 -2.50858 2.91247 -0.5 -1.1 -0.2
O -1.50289 -3.58961 3.49007 0.4 0.6 -0.1
C -1.88447 -4.56647 2.51717 -0.3 1.2 -0.2
C -2.88851 -5.50714 3.16313 1.5 1.1 1.3
N -2.20106 -6.19433 4.27575 0.0 -0.2 -1.0
C -3.12055 -6.99315 5.05850 0.4 0.6 0.0
C -2.41629 -7.64523 6.24039 -0.9 -0.3 -0.5
O -2.69481 -6.90438 7.40612 0.0 -0.3 0.0
C -2.01271 -7.44297 8.50894 0.4 0.5 0.3
H -1.34895 -1.91454 2.21798 0.2 -0.2 0.2
H 0.12723 -2.94730 2.35960 -0.3 0.5 0.3
H -0.36589 -1.86541 3.71159 0.0 -0.1 0.1
H -0.97058 -5.03509 2.12903 -0.3 -0.3 0.0
H -2.40649 -3.99884 1.71711 0.3 -0.5 -0.1
H -3.29536 -6.17249 2.40535 -0.1 -0.2 0.3
H -3.63296 -4.82008 3.60666 -0.4 -0.4 -0.5
H -1.75498 -5.49239 4.85873 -0.1 0.0 -0.1
H -3.51830 -7.73773 4.37029 -0.3 -0.1 0.2
H -3.92231 -6.33719 5.43664 -0.3 -0.5 0.1
H -1.34266 -7.71213 6.02387 0.0 0.0 0.2
H -2.83986 -8.65246 6.36918 0.3 -0.1 0.0
H -2.39972 -6.93236 9.38821 0.2 0.0 0.1
H -0.94110 -7.23228 8.38345 0.0 -0.1 0.3
H -2.12673 -8.52285 8.66875 -0.3 0.0 -0.4
C 4.85304 3.59403 3.10909 0.1 0.9 -0.7
O 4.98439 4.12887 1.79678 -0.4 -0.8 0.2
C 6.11962 4.94922 1.70132 -1.5 1.1 0.8
C 6.15556 5.47171 0.30606 2.0 1.0 -0.9
N 6.59528 4.37250 -0.50282 0.2 -1.1 -0.9
C 6.88454 4.58207 -1.94129 -1.5 -0.6 0.9
C 6.88174 3.20935 -2.63516 0.6 -0.3 -0.8
O 7.65611 3.19276 -3.85191 -0.2 0.3 0.5
C 9.04201 2.96175 -3.64882 -0.5 -0.1 -0.3
H 4.89190 4.43127 3.81935 0.0 -0.2 0.2
H 5.68834 2.91410 3.28896 -0.2 -0.3 0.3
H 3.86838 3.14959 3.15759 0.0 -0.4 0.2
H 7.01442 4.39423 1.97996 0.3 0.1 -0.2
H 5.94439 5.77681 2.41342 0.4 0.0 -0.1
H 6.95683 6.23262 0.25678 -0.1 -0.1 0.1
H 5.27823 6.00728 -0.08565 -0.4 -0.4 0.5
H 5.91709 3.62426 -0.36036 0.2 0.0 -0.4
H 7.85217 5.07608 -2.06606 -0.2 0.1 0.0
H 6.03172 5.15086 -2.37185 0.8 0.2 -0.2
H 5.87954 2.94160 -2.98671 0.0 0.1 0.3
H 7.23935 2.40091 -1.96119 -0.1 0.5 -0.1
H 9.47850 3.68026 -2.94913 0.0 -0.3 0.2
H 9.53646 3.09445 -4.60991 -0.1 0.1 0.0
H 9.17366 1.91184 -3.35457 0.3 0.2 0.3
C -2.07942 -0.12140 -5.08659 -1.5 1.3 1.3
O -2.44210 1.25565 -5.33978 0.4 -0.7 0.6
C -3.81522 1.63718 -5.17515 0.4 -0.8 -1.0
C -3.79694 3.12179 -4.82680 -1.6 -0.7 -0.1
N -3.27838 3.20033 -3.44377 -0.6 0.9 -1.2
C -3.48268 4.61703 -3.02242 1.2 -0.3 -0.7
C -3.35157 4.78424 -1.55369 -1.1 0.3 0.6
O -2.03258 4.60473 -1.19802 0.4 -0.1 -1.3
C -1.85051 4.38975 0.14222 1.1 -0.2 0.5
H -0.99841 -0.18362 -5.07445 0.1 -0.1 -0.6
H -2.62967 -0.79231 -5.75334 0.5 -0.1 -0.1
H -2.38093 -0.34001 -4.04041 0.0 -0.2 -0.4
H -4.40209 1.16471 -4.35728 1.0 -0.1 0.1
H -4.34054 1.23239 -6.07148 0.1 1.1 0.1
H -4.85775 3.41800 -4.91617 0.2 0.1 0.6
H -3.28308 3.83828 -5.47610 0.2 -0.6 -0.4
H -2.29727 2.99941 -3.66813 -0.1 0.4 1.0
H -4.45987 4.95739 -3.35774 -0.1 -0.1 0.0
H -2.71831 5.25183 -3.51576 -0.4 0.0 0.2
H -4.01624 4.06901 -1.03473 0.2 0.0 -0.1
H -3.65141 5.79014 -1.21697 -0.3 0.0 -0.2
H -2.31759 5.15186 0.77368 -0.1 0.0 0.1
H -0.76797 4.46513 0.22219 0.1 -0.2 0.7
H -2.18198 3.38118 0.40098 -0.1 0.0 0.4
C 4.87958 0.27915 -3.59725 -0.5 0.2 1.2
O 4.10975 -0.89144 -3.74683 -0.1 0.5 -0.5
C 4.91770 -2.01755 -3.55703 -0.3 -1.0 -0.3
C 4.97082 -2.41886 -2.10837 1.3 1.7 0.8
N 3.72359 -2.90097 -1.57823 -0.2 -0.1 0.8
C 3.49324 -4.31715 -1.81997 0.8 -0.2 -1.1
C 2.76538 -5.03884 -0.73863 1.3 -0.4 0.4
O 1.42052 -4.71974 -0.75322 -1.0 0.2 0.6
C 0.98923 -3.85227 0.28985 -0.2 0.4 -0.9
H 5.81458 0.19847 -4.15205 0.0 0.3 -0.1
H 5.08090 0.40957 -2.52156 0.4 0.2 -0.2
H 4.27600 1.13975 -3.87292 0.0 0.0 -0.4
H 5.92649 -1.83923 -3.95211 -0.1 -0.2 -0.1
H 4.39571 -2.81661 -4.09478 0.4 -0.1 -0.3
H 5.31898 -1.52653 -1.53901 -0.6 -0.1 -0.2
H 5.84297 -3.04209 -1.87731 -0.6 -0.7 -0.3
H 2.94288 -2.34021 -1.90472 0.2 0.1 -0.1
H 4.50201 -4.73734 -1.91839 -0.2 -0.3 0.0
H 2.97362 -4.49262 -2.76906 0.0 0.0 0.0
H 3.30531 -4.82848 0.19518 -0.6 0.2 0.2
H 2.90750 -6.11633 -0.86601 -0.3 -0.1 -0.3
H 1.28965 -2.81254 0.09731 0.2 -0.1 0.1
H 1.40048 -4.13841 1.25386 -0.1 -0.2 0.1
H -0.10128 -3.84857 0.25155 0.1 -0.3 0.2
C -5.46811 0.60784 -1.73797 0.9 1.3 0.8
O -5.64310 -0.00662 -0.47288 -0.1 -1.1 -0.9
C -6.70514 0.49611 0.26310 -0.1 1.7 0.9
C -6.93878 -0.34164 1.49829 -0.4 -0.5 0.5
N -5.67086 -0.60076 2.22397 -0.8 0.4 -0.5
C -5.74152 -1.51165 3.36227 1.3 -1.3 -0.9
C -5.74127 -3.00602 2.96934 -2.2 -0.9 -1.3
O -6.95321 -3.43604 2.18880 2.3 0.5 0.3
C -8.14531 -3.33311 2.87299 -0.3 0.4 1.0
H -4.95242 -0.05158 -2.43010 -0.3 -0.4 0.0
H -4.78070 1.46412 -1.58735 -0.3 -0.1 -0.3
H -6.38784 1.03641 -2.14533 -0.1 -0.4 -0.1
H -7.64494 0.60352 -0.30029 0.2 -0.4 -0.2
H -6.45791 1.53718 0.57401 0.0 -0.3 0.0
H -7.52122 -1.22786 1.18353 0.6 -0.1 0.2
H -7.63111 0.19361 2.17044 0.3 0.1 -0.2
H -4.98272 -0.86238 1.52027 0.0 -0.2 0.4
H -6.55013 -1.20997 4.01820 -0.1 -0.1 0.2
H -4.77631 -1.50572 3.90335 -0.4 0.7 0.1
H -5.63499 -3.73586 3.79906 -0.1 0.7 0.0
H -4.94766 -3.24006 2.24440 0.0 0.4 0.3
H -8.08237 -3.79488 3.87232 -0.2 -0.3 -0.2
H -8.89695 -3.80611 2.25368 -0.3 -0.1 0.1
H -8.44619 -2.29487 3.07592 0.0 0.1 -0.2
C 1.41774 2.89959 -7.50527 1.4 -0.8 -0.3
C 0.48522 3.07624 -6.34978 -2.0 0.7 -0.3
C 1.08510 3.88158 -5.21199 1.9 -0.4 -0.8
O 0.32015 3.94980 -4.05455 -0.3 0.5 0.0
C 0.31401 2.76058 -3.33158 -0.4 -1.1 0.5
N -0.82412 3.67569 -6.83765 0.8 1.5 1.5
H 0.88841 2.38484 -8.30369 0.0 0.2 -0.2
H 2.29180 2.27204 -7.25066 -0.5 -0.1 0.2
H 1.94618 3.78156 -7.88909 -0.8 0.3 0.1
H 0.10924 2.10872 -5.99600 0.6 -0.1 0.1
H 1.36600 4.89575 -5.52301 -0.7 0.1 -0.1
H 2.10381 3.44360 -5.07050 -0.4 -0.1 0.7
H 1.29863 2.51223 -2.91392 0.0 0.2 -0.1
H -0.02060 1.90085 -3.93239 0.2 0.1 0.0
H -0.41073 2.82262 -2.51808 0.2 0.3 0.1
H -0.61865 4.68851 -6.98666 0.0 -0.8 -0.5
H -1.31812 3.80689 -5.93420 -0.2 -0.6 -0.7
C 1.98554 0.64460 -0.69758 0.6 1.5 0.4
C 1.11382 0.84650 0.56179 2.3 -0.9 0.1
C -0.19586 0.24854 0.35708 -1.8 -1.5 -0.5
O -0.63083 0.66057 -0.94679 -1.9 0.8 0.5
C -2.08515 0.68145 -1.01588 0.9 -1.9 -0.7
N 1.84751 0.16801 1.72574 -0.5 1.4 -1.5
H 2.43524 -0.34383 -0.69293 -0.2 -0.3 -0.3
H 2.80906 1.37056 -0.58400 0.1 -0.3 -0.1
H 1.50733 0.93717 -1.63373 -0.1 -0.6 0.2
H 1.01547 1.92256 0.70517 0.0 0.0 0.4
H -0.89148 0.46594 1.18661 -0.1 0.5 -0.4
H -0.18153 -0.86650 0.36064 0.4 0.4 0.0
H -2.51705 1.38558 -0.30667 -0.1 -0.2 0.1
H -2.38707 -0.38721 -0.90671 -0.3 0.7 0.9
H -2.46578 0.84043 -2.03155 0.7 0.8 0.1
H 2.75264 0.63907 1.60800 0.0 -0.5 0.7
H 2.03067 -0.77557 1.37300 0.1 0.0 0.4
```
Positions in Å, forces in eV/Å.

Computed properties:
**Spin multiplicity**: 1
**Total charge**: 0
**HOMO**: -8.54 eV
**Gap between HOMO and LUMO**: 9.04 eV
**SMILES**: COC[C@H](C)N.COC[C@H](C)N.COCCNCCOC.COCCNCCOC.COCCNCCOC.COCCNCCOC.COCCNCCOC.CC(C)O.CC(C)O
**DFT total energy**: -3180.49800 Ha

---

2.
Density functional theory data (ωB97M-V/def2-TZVPD) for one molecule with the formula C4H9NO.

Structure (XYZ):
```
15
Properties=species:S:1:pos:R:3:forces:R:3
C -2.56598 0.62572 -0.04910 0.2 0.4 0.3
C -1.57978 -0.53696 0.06703 -0.2 0.6 -0.6
C 1.85505 -0.50358 -0.02444 -0.4 -0.7 -0.1
C 2.25042 0.93378 0.01243 -0.4 0.3 -0.1
H -2.34703 1.21717 -0.94006 0.1 -0.1 -0.1
H -2.50078 1.33774 0.80494 0.0 -0.7 -0.4
H -3.60036 0.29349 -0.14905 0.1 -0.2 0.2
H -1.70228 -1.09835 0.98573 -0.1 -0.1 0.2
H -1.66803 -1.22499 -0.79418 0.0 0.3 0.4
H 2.59931 -1.30488 -0.08601 -0.1 0.4 0.0
H 1.91853 1.44045 0.92462 -0.1 -0.2 -0.1
H 1.76631 1.45873 -0.82346 0.2 -0.1 0.2
H 3.32255 1.04874 -0.05858 0.2 0.0 -0.1
N 0.65975 -0.95916 -0.04102 0.8 0.1 0.2
O -0.27060 0.05404 0.04846 -0.4 -0.1 -0.1
```
Positions in Å, forces in eV/Å.

Computed properties:
**Spin multiplicity**: 1
**Total charge**: 0
**HOMO**: -9.35 eV
**Gap between HOMO and LUMO**: 10.48 eV
**SMILES**: C/C=N\OCC
**DFT total energy**: -287.73536 Ha

---

Here are the calculated energy above the lowest of the compared OMol25 structures with the same formula, charge and spin numbers, same order: 51.0; 60.9 (kcal/mol).